179
Properties=species:S:1:pos:R:3:mulliken_charge:R:1 method="wB97M-V/def2-TZVPD" multiplicity=1 smiles="C#CC[C@@](CC=C)(O[C@@H](CC[C@](F)(Br)C(F)(F)Br)P(O)O)[C@@](N[C@@H](Br)[C@@H](C)Br)(P(CC)CC)P(=N)(O)O.O=C1C=CC(=O)C=C1.O=C1C=CC(=O)C=C1.O=C1C=CC(=O)C=C1.O=C1C=CC(=O)C=C1.O=C1C=CC(=O)C=C1.O=C1C=CC(=O)C=C1.O=C1C=CC(=O)C=C1.O=C1C=CC(=O)C=C1.O=C1C=CC(=O)C=C1" largest_force_ev_per_a=4.360 homo_lumo_gap_ev=5.2 homo_energy_ha=-0.26144 total_charge=0
C -1.4594 -4.2512 3.9977 0.477
C -1.5278 -4.0480 2.8039 -1.404
C -1.5257 -3.4443 1.3834 -0.746
C -1.3799 -1.8252 1.3358 0.308
C -1.9789 -1.4781 -0.0992 -1.160
C -2.1703 0.0280 -0.4876 -0.428
C -3.1255 0.9565 -0.0096 -0.970
O -2.0720 -1.3345 2.4718 -0.041
C -3.4595 -1.2195 2.4698 -0.029
C -4.2793 -2.3535 3.2745 -0.427
C -5.8672 -2.1214 3.1709 -0.975
C -6.4476 -2.4980 1.7450 0.108
F -5.4799 -2.9180 0.8136 -0.197
Br -7.3923 -0.9581 0.8953 -0.098
C -7.5263 -3.6948 1.8183 0.598
F -8.4301 -3.5400 2.8472 -0.199
F -8.1670 -3.7340 0.5626 -0.220
Br -6.5505 -5.4328 1.9186 -0.118
P -3.8383 0.4048 3.4661 -0.098
O -4.1056 0.0384 5.1036 -0.437
O -5.2139 1.1644 2.8257 -0.486
C 0.1929 -1.3902 1.4876 -0.078
N 0.9905 -2.5266 2.1065 0.406
C 2.3290 -2.1899 2.5597 -0.490
Br 2.4974 -1.9817 4.5583 -0.090
C 3.2545 -3.4947 2.2946 -0.414
C 2.5967 -4.8365 2.8394 -0.821
Br 3.9545 -3.6097 0.4589 -0.124
P 1.0656 -1.0105 -0.1292 0.346
C 1.2247 -2.3716 -1.3648 -0.339
C 2.4700 -2.0265 -2.3359 -1.135
C 1.1524 0.7245 -0.7281 -0.863
C 2.6451 1.3533 -0.6653 -0.394
P 0.2927 0.1954 2.5437 0.593
N -0.7197 1.3095 2.0416 -0.715
O 1.8214 0.9305 2.4036 -0.462
O -0.0720 -0.0500 4.1578 -0.513
H -1.3448 -4.3392 5.1060 0.395
H -0.7364 -3.9422 0.7290 0.406
H -2.5160 -3.7382 0.9006 0.536
H -3.0217 -1.9427 -0.1100 0.702
H -1.4462 -1.9856 -0.9555 0.531
H -1.5128 0.4151 -1.3363 0.352
H -4.0434 1.1242 -0.6602 0.174
H -3.0794 1.5188 0.9629 0.429
H -4.0369 -1.0772 1.5177 0.220
H -4.1368 -3.3846 2.8091 0.171
H -3.9458 -2.4405 4.3448 0.633
H -6.3047 -2.8924 3.8886 0.311
H -6.2020 -1.1224 3.5595 0.498
H -5.0775 -0.0945 5.1948 0.363
H -5.1182 1.3587 1.8739 0.349
H 1.1348 -3.1641 1.3046 -0.138
H 2.8704 -1.3534 2.0406 0.372
H 4.1562 -3.3196 2.9641 0.583
H 3.4113 -5.6178 2.9589 0.274
H 2.0314 -4.7060 3.8013 0.303
H 1.8737 -5.2811 2.0781 0.176
H 1.3672 -3.3901 -0.8764 0.254
H 0.3455 -2.5241 -2.0833 0.372
H 2.0969 -1.2162 -3.0416 0.378
H 2.7657 -2.9575 -2.8980 0.112
H 3.2908 -1.6166 -1.6848 0.313
H 0.4786 1.4985 -0.2661 0.480
H 0.9003 0.7382 -1.8447 0.656
H 3.4295 0.5907 -0.4068 0.220
H 2.8517 1.9435 -1.5974 0.347
H 2.6201 2.1156 0.1798 -0.236
H -1.3497 1.5645 2.8092 0.380
H 1.8154 1.5635 3.1575 0.374
H -0.3286 -0.9834 4.3368 0.338
C -4.4869 -7.6529 5.9501 -0.320
C -4.5419 -8.6186 6.8664 -0.118
C -3.8804 -8.4684 8.1810 0.346
O -3.9289 -9.3502 9.0164 -0.576
C -3.1561 -7.2034 8.4410 -0.485
C -3.1008 -6.2380 7.5256 -0.330
C -3.7630 -6.3888 6.2098 0.223
O -3.7147 -5.5071 5.3740 -0.339
H -4.9642 -7.7460 4.9837 0.470
H -5.0661 -9.5465 6.6941 0.278
H -2.6787 -7.1106 9.4085 0.413
H -2.5751 -5.3069 7.6986 0.423
C 4.4304 5.7706 -2.4966 -0.928
C 4.1780 7.0396 -2.1811 -0.128
C 3.5937 7.4010 -0.8726 0.263
O 3.3600 8.5634 -0.5829 -0.678
C 3.3013 6.3014 0.0724 -0.338
C 3.5538 5.0331 -0.2428 -0.334
C 4.1393 4.6699 -1.5527 0.543
O 4.3723 3.5119 -1.8409 -0.637
H 4.8578 5.4875 -3.4502 0.496
H 4.3864 7.8598 -2.8617 0.942
H 2.8739 6.5853 1.0261 0.472
H 3.3454 4.2166 0.4366 0.407
C 5.4092 -10.0435 1.3190 -0.377
C 4.2893 -9.8286 2.0075 -0.444
C 3.4848 -8.6029 1.8017 0.237
O 2.4639 -8.4052 2.4309 -0.546
C 3.9720 -7.6272 0.8011 -0.028
C 5.0918 -7.8419 0.1125 -0.359
C 5.8963 -9.0671 0.3178 0.251
O 6.9168 -9.2652 -0.3109 -0.553
H 6.0104 -10.9335 1.4567 0.408
H 3.9185 -10.5322 2.7425 0.417
H 3.3715 -6.7371 0.6626 0.484
H 5.4619 -7.1377 -0.6225 0.490
C -7.9352 -12.5698 6.1043 -0.462
C -7.3274 -11.3904 6.2210 -0.235
C -7.4058 -10.3766 5.1448 0.538
O -6.8494 -9.2993 5.2491 -0.479
C -8.1862 -10.7231 3.9362 -0.444
C -8.7942 -11.9025 3.8193 -0.362
C -8.7161 -12.9167 4.8950 0.298
O -9.2714 -13.9910 4.7903 -0.541
H -7.8881 -13.3232 6.8805 0.419
H -6.7533 -11.1209 7.0991 0.435
H -8.2333 -9.9694 3.1601 0.447
H -9.3684 -12.1724 2.9418 0.402
C 4.5756 -6.0415 -5.5227 -0.421
C 4.4096 -6.1438 -6.8405 -0.323
C 3.0607 -6.1092 -7.4496 0.348
O 2.9082 -6.2043 -8.6503 -0.547
C 1.9042 -5.9550 -6.5378 -0.321
C 2.0706 -5.8528 -5.2202 -0.298
C 3.4193 -5.8874 -4.6116 0.408
O 3.5717 -5.7921 -3.4096 -0.495
H 5.5542 -6.0656 -5.0600 0.415
H 5.2442 -6.2563 -7.5211 0.403
H 0.9255 -5.9309 -7.0003 0.403
H 1.2360 -5.7402 -4.5392 0.433
C 0.2118 8.3090 -1.7597 -0.331
C -0.2024 9.4640 -2.2773 -0.453
C -0.7871 9.5295 -3.6354 0.236
O -1.1646 10.5841 -4.1104 -0.615
C -0.8949 8.2637 -4.3943 -0.354
C -0.4805 7.1087 -3.8764 -0.434
C 0.1041 7.0425 -2.5189 0.472
O 0.4816 5.9892 -2.0434 -0.536
H 0.6427 8.2421 -0.7686 0.453
H -0.1314 10.3992 -1.7355 0.479
H -1.3244 8.3304 -5.3829 0.597
H -0.5517 6.1741 -4.4184 0.483
C -6.3028 7.2669 -7.3119 -0.395
C -5.1237 6.7498 -6.9705 -0.424
C -4.1968 7.4776 -6.0755 0.474
O -3.1190 7.0072 -5.7647 -0.475
C -4.6301 8.8009 -5.5731 -0.134
C -5.8092 9.3183 -5.9144 -0.468
C -6.7369 8.5905 -6.8096 0.302
O -7.8126 9.0602 -7.1198 -0.540
H -6.9932 6.7492 -7.9659 0.396
H -4.7910 5.7833 -7.3280 0.419
H -3.9393 9.3191 -4.9189 0.404
H -6.1415 10.2848 -5.5568 0.425
C 8.3831 9.9309 -2.3870 -0.377
C 7.5696 8.9382 -2.0304 0.110
C 8.0681 7.5518 -1.8849 0.240
O 7.3252 6.6465 -1.5617 -0.488
C 9.5045 7.3113 -2.1494 -0.424
C 10.3180 8.3042 -2.5060 -0.405
C 9.8198 9.6909 -2.6515 0.287
O 10.5613 10.5968 -2.9748 -0.551
H 8.0360 10.9506 -2.4990 0.460
H 6.5162 9.0964 -1.8326 0.288
H 9.8514 6.2917 -2.0375 0.424
H 11.3708 8.1460 -2.7039 0.402
C 4.4366 11.9881 -4.1394 -0.469
C 4.1843 13.2574 -3.8241 -0.445
C 3.5986 13.6216 -2.5134 0.286
O 3.3668 14.7788 -2.2268 -0.565
C 3.3063 12.5211 -1.5679 -0.498
C 3.5586 11.2501 -1.8829 -0.229
C 4.1439 10.8884 -3.1931 0.216
O 4.3771 9.7284 -3.4825 -0.616
H 4.8638 11.7035 -5.0930 0.477
H 4.3928 14.0742 -4.5038 0.424
H 2.8792 12.8057 -0.6144 0.497
H 3.3502 10.4298 -1.2023 0.916